Computed, not measured: C31H33F2IrN5O2S2 as an isolated structure, with the ωB97M-V functional and the def2-TZVPD basis.

E_HOMO (alpha / beta) ... -5.2 / -6.8 eV
Orbital gap (alpha / beta) ... 5.5 / 7.0 eV
Energy above the lowest of the compared OMol25 structures with the same formula, charge and spin ... 1.254 eV
⟨S²⟩ ... 0.7638
Spin multiplicity ... 2

The geometry in XYZ format:
```
76
Properties=species:S:1:pos:R:3:lowdin_charge:R:1
Ir 0.7667 0.1171 -0.5754 1.1537
C -2.2940 -4.7665 1.1374 -0.0885
C -2.4763 -4.1707 -0.2522 -0.2757
N -1.2095 -3.9017 -0.8938 -0.0230
C -0.6521 -2.6879 -1.1200 -0.7702
S -1.4425 -1.2545 -0.6111 0.6963
N 0.5105 -2.7813 -1.7766 -0.0139
N 1.2122 -1.6423 -1.8419 -0.1161
C 2.3458 -1.6642 -2.4848 -0.2807
C 2.8850 -2.8724 -3.1839 -0.0373
C 3.1105 -0.4170 -2.4919 -0.2321
C 4.3942 -0.3116 -3.0368 -0.0186
C 5.0205 0.9184 -3.0530 -0.0687
C 4.3627 2.0301 -2.5319 -0.0639
C 3.1060 1.8477 -1.9917 -0.1182
N 2.4997 0.6604 -1.9684 -0.0040
H -3.2613 -4.9384 1.6138 0.0712
H -1.7160 -4.0817 1.7595 0.0487
H -1.7654 -5.7211 1.0900 0.0695
H -3.0155 -3.2278 -0.1877 0.0638
H -3.0601 -4.8448 -0.8856 0.1118
H -0.6640 -4.6760 -1.2382 0.1336
H 2.1624 -3.6791 -3.1318 0.0586
H 3.8166 -3.2091 -2.7203 0.0839
H 3.1026 -2.6512 -4.2316 0.0835
H 4.8838 -1.1850 -3.4437 0.1042
H 6.0134 1.0159 -3.4728 0.1055
H 4.8144 3.0120 -2.5428 0.1018
H 2.5476 2.6681 -1.5525 0.1111
F 0.9510 3.3594 3.7784 0.0552
C 0.6280 3.2095 2.4724 -0.2923
C 0.7866 1.9779 1.8874 -0.0650
C 0.4579 1.7771 0.5375 -0.2208
C -0.1374 2.8776 -0.1486 -0.1341
C -0.2626 4.1005 0.5059 -0.2299
F -0.7962 5.1686 -0.1387 0.0496
C 0.1298 4.3141 1.8063 0.0328
C -0.6081 2.6149 -1.5152 -0.2003
C -1.3143 3.4906 -2.3466 0.0035
C -1.6970 3.0724 -3.6054 -0.0579
C -1.3853 1.7886 -4.0321 -0.0560
C -0.7045 0.9681 -3.1589 -0.1367
N -0.3275 1.3694 -1.9443 -0.0718
H 1.1332 1.1653 2.5115 0.0999
H 0.0180 5.2777 2.2808 0.1300
H -1.5584 4.4817 -2.0055 0.1034
H -2.2431 3.7477 -4.2520 0.1081
H -1.6707 1.4259 -5.0091 0.1040
H -0.4562 -0.0557 -3.4088 0.1020
C -2.9215 -1.2308 4.3976 -0.2382
S -2.1590 -1.2418 2.7643 0.8667
O -0.6920 -1.2102 3.0083 -0.5144
C -2.6947 0.3940 2.2701 -0.4010
C -3.5243 0.4955 1.1654 -0.1326
C -3.9404 1.7502 0.7382 -0.0704
C -3.5299 2.8838 1.4223 -0.0743
C -2.6975 2.7708 2.5309 -0.0762
C -2.2662 1.5239 2.9515 -0.0775
H -2.5679 -0.3707 4.9647 0.0500
H -2.6171 -2.1544 4.8873 0.0485
H -4.0054 -1.2018 4.2853 0.0584
H -3.8191 -0.3987 0.6304 0.0744
H -4.5771 1.8384 -0.1328 0.1065
H -3.8504 3.8630 1.0883 0.1072
H -2.3723 3.6577 3.0572 0.1079
H -1.5859 1.4289 3.7897 0.1166
C 1.7493 -2.8882 2.1459 -0.0463
O 1.2264 -2.0845 1.0811 -0.1553
C 1.6543 -0.8766 0.8141 -0.4194
C 2.9147 -0.4265 1.4961 -0.0582
H 1.2039 -3.8250 2.0844 0.0944
H 1.5446 -2.4130 3.1044 0.0878
H 2.8143 -3.0738 2.0105 0.0943
H 3.1033 -0.8466 2.4826 0.0772
H 2.9435 0.6581 1.5421 0.0630
H 3.7254 -0.7378 0.8245 0.1006
```